i:
This record from the Open Molecules 2025 dataset describes a single C7H11NO molecule. The level of theory is wB97M-V/def2-TZVPD.

## Properties
2S+1 = 1
Charge = 0
SMILES = C[C@H]1CC[C@H]2CN2C1=O
Orbital gap = 10.16 eV

Structure (XYZ):
```
20
Properties=species:S:1:pos:R:3:nbo_charge:R:1
C 1.15 1.42 1.69 -0.653
C 1.04 0.90 0.17 -0.324
C 1.65 -0.41 -0.11 -0.413
C 0.59 -1.40 0.04 -0.474
C -0.31 -1.29 -1.19 -0.020
C -1.93 -1.02 -1.19 -0.254
C -0.53 0.67 0.14 0.689
H 2.33 1.37 1.70 0.201
H 0.64 2.57 1.70 0.236
H 0.39 0.85 2.34 0.276
H 1.41 1.56 -0.71 0.240
H 1.98 -0.69 -1.09 0.208
H 2.37 -0.44 0.76 0.222
H 0.39 -1.60 1.07 0.254
H 1.21 -2.22 -0.44 0.222
H 0.09 -1.45 -2.07 0.183
H -2.08 -1.01 -2.43 0.227
H -2.81 -1.31 -0.36 0.260
N -1.06 0.16 -1.08 -0.472
O -1.06 1.00 1.23 -0.608
```

---

ii:
This record from the Open Molecules 2025 dataset describes a 2-piece molecular cluster, C7H11NO overall. The level of theory is wB97M-V/def2-TZVPD.

## Properties
2S+1 = 1
Charge = 0
SMILES = C#CC(=C)C.CC(N)=O
Orbital gap (spin up / spin down) = 8.43 / 8.43 eV

Structure (XYZ):
```
20
Properties=species:S:1:pos:R:3:nbo_charge:R:1
C -1.07 0.99 -1.80 -0.718
C -0.48 -0.36 -1.52 0.693
N 0.66 -0.73 -2.13 -0.801
O -0.97 -1.19 -0.68 -0.636
H 1.25 -0.02 -2.52 0.397
H 0.95 -1.69 -2.08 0.412
H -0.54 1.52 -2.58 0.217
H -2.11 0.88 -2.11 0.248
H -1.11 1.57 -0.88 0.257
C 0.76 -1.25 2.03 -0.644
C -0.13 -0.36 1.17 0.021
C -1.33 0.05 1.72 -0.409
C 0.83 0.71 0.59 -0.015
C 1.67 1.50 0.23 -0.313
H 1.61 -1.62 1.47 0.219
H 1.18 -0.67 2.85 0.221
H 0.17 -2.05 2.48 0.219
H -1.53 -0.05 2.77 0.201
H -2.09 0.46 1.08 0.196
H 2.27 2.31 -0.09 0.237
```

---

iii:
This record from the Open Molecules 2025 dataset describes C7H11NO as an isolated structure. The level of theory is wB97M-V/def2-TZVPD.

## Properties
2S+1 = 1
Charge = 0
Orbital gap (spin up / spin down) = 7.66 / 7.66 eV

Structure (XYZ):
```
20
Properties=species:S:1:pos:R:3:nbo_charge:R:1
C -0.48 0.60 0.23 0.135
C 0.56 -0.30 0.14 -0.335
C -0.38 1.73 1.21 -0.658
C -1.86 0.35 -0.30 -0.679
C 0.74 -0.13 -1.42 0.679
N 1.93 0.47 -1.75 -0.839
C 0.39 -2.68 1.54 -0.261
C 0.02 -2.24 0.44 -0.248
O 0.09 -0.76 -2.24 -0.640
H 1.46 -0.08 0.69 0.206
H 2.55 0.82 -1.04 0.391
H 2.34 0.20 -2.64 0.407
H -0.52 -2.45 -0.46 0.246
H 0.94 -2.47 2.44 0.217
H -1.07 1.55 2.05 0.225
H 0.62 1.83 1.63 0.212
H -0.66 2.68 0.75 0.228
H -2.35 1.29 -0.56 0.218
H -1.85 -0.28 -1.18 0.259
H -2.46 -0.14 0.47 0.237
```

---

Preferred: ii; penalty for the next structure: 0.283 eV.

---

i:
This record from the Open Molecules 2025 dataset describes C7H11NO as an isolated structure. The level of theory is wB97M-V/def2-TZVPD.

## Properties
2S+1 = 1
Charge = 0
Orbital gap = 10.09 eV

Structure (XYZ):
```
20
Properties=species:S:1:pos:R:3:nbo_charge:R:1
C 2.78 1.33 0.02 -0.667
C 2.62 -0.18 -0.23 0.029
C 1.45 -0.97 -0.08 0.024
C 0.12 -0.23 0.15 -0.210
C -0.91 -0.81 -0.53 -0.188
C -2.38 -0.33 -0.41 -0.125
C -3.08 -0.31 0.78 -0.243
H 4.02 1.57 -0.11 0.241
H 2.12 1.97 -0.87 0.234
H 2.23 1.45 1.24 0.247
H 3.37 -0.65 -0.92 0.179
H 1.35 -1.79 -0.72 0.186
H -0.05 0.64 0.76 0.240
H -0.57 -1.78 -0.96 0.195
H -2.86 -0.49 -1.35 0.190
H -4.19 -0.12 0.39 0.171
H -3.02 -0.82 1.69 0.221
H -3.13 1.68 0.01 0.376
N -2.38 0.90 0.20 -0.599
O 2.50 -1.03 0.97 -0.501
```

---

ii:
This record from the Open Molecules 2025 dataset describes a single C7H11NO molecule. The level of theory is wB97M-V/def2-TZVPD.

## Properties
2S+1 = 1
Charge = 0
SMILES = C=C1CO[C@@H](C)N=C1C
Orbital gap = 9.70 eV

Structure (XYZ):
```
20
Properties=species:S:1:pos:R:3:nbo_charge:R:1
C 1.55 -0.90 0.22 -0.101
C -2.03 -1.82 0.51 -0.620
C 0.16 2.53 0.66 -0.653
C 0.95 0.39 -1.78 -0.351
C -0.82 -0.99 0.17 0.222
C 0.14 1.06 0.40 0.280
C 1.17 0.40 -0.44 -0.086
O 0.35 -1.65 0.55 -0.529
N -0.86 0.33 0.71 -0.432
H 2.17 -1.52 -0.44 0.188
H 2.09 -0.72 1.16 0.186
H -2.07 -1.96 1.59 0.218
H -2.93 -1.30 0.21 0.221
H -1.95 -2.81 0.06 0.218
H 1.03 2.78 1.27 0.224
H 0.26 3.07 -0.28 0.225
H -0.75 2.83 1.17 0.236
H 0.59 1.28 -2.28 0.202
H 1.60 -0.20 -2.42 0.203
H -0.67 -0.79 -1.04 0.149
```

---

iii:
This record from the Open Molecules 2025 dataset describes a single C7H11NO molecule. The level of theory is wB97M-V/def2-TZVPD.

## Properties
2S+1 = 1
Charge = 0
SMILES = C=C(C)[C@H]1CC(=O)N1C
Orbital gap = 10.09 eV

Structure (XYZ):
```
20
Properties=species:S:1:pos:R:3:nbo_charge:R:1
C 0.57 -2.11 0.40 -0.442
C -0.64 -0.09 -0.55 -0.055
C -0.04 0.38 -1.93 -0.512
C 1.09 -0.54 -1.62 0.686
C -0.69 0.86 0.62 0.001
C 0.58 1.61 1.05 -0.669
C -1.79 0.91 1.33 -0.384
H -0.20 -2.82 0.11 0.203
H 0.45 -2.05 1.55 0.212
H 1.70 -2.41 0.32 0.243
H -1.62 -0.82 -0.44 0.203
H 0.59 1.36 -1.92 0.247
H -0.58 0.16 -2.83 0.252
H 0.43 2.41 1.85 0.225
H 1.46 1.02 1.45 0.237
H 0.85 2.30 0.28 0.217
H -2.24 1.48 2.10 0.216
H -2.56 0.27 0.73 0.168
N 0.58 -0.83 -0.37 -0.453
O 2.06 -1.09 -2.13 -0.593
```

---

Preferred: ii; penalty for the next structure: 0.762 eV.

---

i:
This record from the Open Molecules 2025 dataset describes a 2-piece molecular cluster, C7H11NO overall. The level of theory is wB97M-V/def2-TZVPD.

## Properties
2S+1 = 1
Charge = 0
Orbital gap (spin up / spin down) = 7.39 / 7.48 eV

Structure (XYZ):
```
20
Properties=species:S:1:pos:R:3:nbo_charge:R:1
C 0.56 -0.91 -0.36 -0.346
C 0.23 -0.57 -1.62 0.335
C -0.15 2.47 0.63 -0.514
C 0.34 1.46 1.30 -0.302
C -0.61 -0.71 0.49 0.271
C 0.89 -0.41 -2.95 -0.655
C -0.87 -1.49 1.71 -0.665
N -1.66 -0.48 -0.39 -0.333
O -1.12 -0.27 -1.72 -0.344
H 1.51 -1.07 0.15 0.243
H -0.09 3.52 0.82 0.183
H -0.80 2.24 -0.20 0.166
H 1.13 1.47 1.94 0.150
H 0.64 0.53 -3.32 0.231
H 0.34 -1.07 -3.50 0.229
H 1.92 -0.52 -3.15 0.236
H 0.15 -1.78 1.98 0.236
H -1.55 -2.39 1.42 0.224
H -1.50 -0.79 2.40 0.243
H -2.49 0.16 -0.36 0.413
```

---

ii:
This record from the Open Molecules 2025 dataset describes a single C7H11NO molecule. The level of theory is wB97M-V/def2-TZVPD.

## Properties
2S+1 = 1
Charge = 0
SMILES = C[C@]1(O)C=C[C@H]2NC[C@@H]21
Orbital gap = 10.01 eV

Structure (XYZ):
```
20
Properties=species:S:1:pos:R:3:nbo_charge:R:1
C -1.84 1.05 -0.01 -0.634
C -0.55 0.49 -0.74 0.199
C -0.94 -0.99 -0.90 -0.153
C -0.41 -1.81 0.06 -0.226
C 0.37 -0.85 0.97 -0.079
C 1.68 0.78 1.05 -0.219
C 0.61 0.24 0.05 -0.274
H -1.87 0.83 1.08 0.218
H -2.76 0.61 -0.66 0.222
H -1.81 2.17 -0.12 0.199
H -0.49 1.97 -1.97 0.473
H -1.83 -1.26 -1.61 0.226
H -0.53 -2.88 0.25 0.226
H -0.33 -0.42 1.76 0.164
H 1.82 -0.69 2.50 0.348
H 2.55 1.19 0.58 0.195
H 1.29 1.52 1.78 0.176
H 1.18 -0.34 -0.71 0.221
N 1.82 -0.61 1.42 -0.586
O -0.43 1.01 -1.97 -0.697
```

---

Preferred: ii; penalty for the next structure: 2.494 eV.